(1)
Computed, not measured: a cluster of 2 separate species, C4H10O2 in total in a non-equilibrium geometry, with ωB97M-V/def2-TZVPD.

Geometry (Å):
O: 1.598 -0.194 -1.056
C: 1.727 0.479 -0.051
C: 0.540 1.210 0.493
C: -0.530 0.626 1.499
C: -1.910 0.589 0.890
H: 2.637 0.440 0.564
H: -0.064 1.314 -0.466
H: 0.912 2.214 0.829
H: -0.424 1.251 2.388
H: -0.225 -0.451 1.713
H: -2.716 0.435 1.590
H: -2.246 1.544 0.427
H: -1.814 -0.125 0.053
H: 1.255 -2.459 -2.920
H: 0.131 -3.473 -2.991
O: 1.129 -3.400 -2.964

## Properties
Calculated total energy (eV): -8404.0171
SMILES string: CCCC=O.O
HOMO-LUMO gap (eV): 10.82
Strongest force on any atom (eV/A): 2.610
Energy relative to the best compared isomer or geometry (same formula, charge and spin) (kJ/mol): 147.6

Atomic partial charges in e from the Löwdin method, atoms 1 to 2:
1. O 0.032
2. C -0.270

(2)
Computed, not measured: a cluster of 2 separate species, C4H10O2 in total in a non-equilibrium geometry, with ωB97M-V/def2-TZVPD.

Geometry (Å):
C: 0.252 0.969 -2.103
C: 0.856 -0.016 -1.053
C: 0.096 -0.718 -0.170
O: -1.278 -0.557 0.034
C: 0.703 -1.536 0.895
H: -0.587 0.537 -2.728
H: 1.064 1.275 -2.823
H: -0.238 1.970 -1.602
H: 1.941 0.089 -0.886
H: -1.522 -1.177 0.720
H: 0.775 -1.167 1.954
H: 1.801 -1.684 0.558
H: 0.218 -2.529 1.099
H: -0.900 2.268 1.633
H: -0.422 0.856 1.186
O: -0.418 1.477 1.900

## Properties
Calculated total energy (eV): -8403.7244
SMILES string: C/C=C(/C)O.O
HOMO-LUMO gap (eV): 9.60
Strongest force on any atom (eV/A): 3.387
Energy relative to the best compared isomer or geometry (same formula, charge and spin) (kJ/mol): 175.9

Atomic partial charges in e from the Löwdin method, atoms 1 to 2:
1. C -0.114
2. C -0.109

(3)
Computed, not measured: an isolated molecule of C4H10O2, with ωB97M-V/def2-TZVPD.

Geometry (Å):
C: 1.663 1.190 0.046
O: 0.735 0.345 0.704
C: -0.063 -0.403 -0.213
C: -0.166 -1.827 0.314
C: -1.460 0.265 -0.367
O: -1.444 1.596 0.082
H: 2.473 0.601 -0.404
H: 1.176 1.786 -0.736
H: 2.086 1.864 0.794
H: 0.442 -0.399 -1.188
H: 0.815 -2.305 0.405
H: -0.792 -2.432 -0.349
H: -0.636 -1.810 1.304
H: -1.755 0.284 -1.423
H: -2.210 -0.337 0.173
H: -0.865 1.582 0.857

## Properties
Calculated total energy (eV): -8404.3417
SMILES string: CO[C@@H](C)CO
HOMO-LUMO gap (eV): 10.98
Strongest force on any atom (eV/A): 0.340
Energy relative to the best compared isomer or geometry (same formula, charge and spin) (kJ/mol): 116.3

Atomic partial charges in e from the Löwdin method, atoms 1 to 2:
1. C -0.097
2. O -0.191

(4)
Computed, not measured: an isolated molecule of C4H10O2, with ωB97M-V/def2-TZVPD.

Geometry (Å):
C: -1.693 1.101 0.391
O: -1.008 -0.110 0.183
C: 0.391 0.048 -0.028
C: 1.167 -0.235 1.247
C: 0.760 -0.920 -1.156
O: -0.150 -0.826 -2.220
H: -1.363 1.609 1.309
H: -1.554 1.788 -0.457
H: -2.755 0.862 0.482
H: 0.582 1.073 -0.378
H: 0.903 0.477 2.035
H: 2.247 -0.168 1.072
H: 0.937 -1.244 1.604
H: 1.753 -0.672 -1.545
H: 0.804 -1.946 -0.753
H: -1.019 -0.838 -1.788

## Properties
Calculated total energy (eV): -8404.5058
SMILES string: CO[C@@H](C)CO
HOMO-LUMO gap (eV): 11.06
Strongest force on any atom (eV/A): 0.448
Energy relative to the best compared isomer or geometry (same formula, charge and spin) (kJ/mol): 100.5

Atomic partial charges in e from the Löwdin method, atoms 1 to 2:
1. C -0.100
2. O -0.184

(5)
Computed, not measured: a structure of composition C4H10O2S3 in a non-equilibrium geometry, with ωB97M-V/def2-TZVPD.

Geometry (Å):
C: -1.655 2.321 -0.581
C: 1.626 -2.660 -0.366
C: -0.463 1.828 0.259
C: 0.650 -1.755 0.291
O: 1.212 0.173 -1.383
O: -0.263 0.507 0.597
S: -0.684 2.811 1.778
S: -0.935 -2.527 0.764
S: -0.006 -0.392 -0.803
H: -2.395 2.475 0.093
H: -1.410 3.302 -1.106
H: -1.871 1.477 -1.294
H: 1.127 -3.291 -1.106
H: 2.255 -3.161 0.537
H: 2.183 -1.953 -0.894
H: 0.607 1.973 -0.269
H: 1.113 -1.387 1.251
H: -0.727 4.039 1.200
H: -0.362 -3.781 1.032

## Properties
Calculated total energy (eV): -40907.9335
HOMO-LUMO gap (eV): 9.64
Strongest force on any atom (eV/A): 4.904
Energy relative to the best compared isomer or geometry (same formula, charge and spin) (kJ/mol): 56.8

Atomic partial charges in e from the Löwdin method, atoms 1 to 2:
1. C -0.135
2. C -0.167

(6)
Computed, not measured: an isolated molecule of C4H10O2Si2 in a non-equilibrium geometry, with ωB97M-V/def2-TZVPD.

Geometry (Å):
C: 2.175 -1.494 -1.218
C: 1.166 -0.876 -0.728
C: 1.044 -0.341 0.655
C: 0.161 -0.223 -1.603
O: 1.956 0.108 1.329
O: -0.738 0.246 2.911
Si: -1.919 1.695 0.556
Si: -0.780 -0.198 1.289
H: 2.204 -1.575 -2.250
H: 2.881 -2.063 -0.615
H: -0.825 -0.718 -1.389
H: 0.202 0.784 -1.292
H: 0.133 -0.429 -2.699
H: 0.190 0.280 3.137
H: -2.185 2.718 1.536
H: -1.072 2.336 -0.571
H: -3.184 1.306 -0.267
H: -1.410 -1.556 1.218

## Properties
Calculated total energy (eV): -24158.7380
SMILES string: C=C(C)C(=O)[Si@@H](O)[SiH3]
HOMO-LUMO gap (eV): 9.29
Strongest force on any atom (eV/A): 3.190
Energy relative to the best compared isomer or geometry (same formula, charge and spin) (kJ/mol): 161.8

Atomic partial charges in e from the Löwdin method, atoms 1 to 2:
1. C 0.081
2. C -0.380

(7)
Computed, not measured: a cluster of 2 separate species, C4H10O3 in total in a non-equilibrium geometry, with ωB97M-V/def2-TZVPD.

Geometry (Å):
C: 1.145 0.421 -0.740
C: 1.861 -0.559 0.153
C: 1.000 1.811 -0.171
C: -1.983 -0.514 0.938
O: -1.329 -1.262 -0.048
O: 0.719 0.117 -1.825
O: -2.244 -1.612 -1.065
H: -1.733 -1.399 -1.869
H: 2.636 -1.074 -0.420
H: 2.295 -0.075 1.025
H: 1.142 -1.313 0.466
H: 0.440 1.760 0.759
H: 1.982 2.219 0.049
H: 0.482 2.459 -0.871
H: -2.860 -1.051 1.321
H: -1.250 -0.387 1.740
H: -2.302 0.459 0.557

## Properties
Calculated total energy (eV): -10449.4772
SMILES string: CC(C)=O.COO
HOMO-LUMO gap (eV): 10.50
Strongest force on any atom (eV/A): 1.144
Energy relative to the best compared isomer or geometry (same formula, charge and spin) (kJ/mol): 363.4

Atomic partial charges in e from the Löwdin method, atoms 1 to 2:
1. C -0.516
2. C -0.020

(8)
Computed, not measured: an isolated molecule of C4H10O3 in a non-equilibrium geometry, with ωB97M-V/def2-TZVPD.

Geometry (Å):
C: 0.313 0.699 -0.433
C: -1.074 0.001 -0.539
C: 1.396 -0.273 0.009
C: -1.594 -0.487 0.806
O: 0.241 1.767 0.467
O: -0.944 -1.057 -1.466
O: 2.561 0.602 0.279
H: 1.220 1.911 0.724
H: -1.803 -1.475 -1.568
H: 3.312 0.052 0.508
H: 0.579 1.057 -1.441
H: -1.755 0.775 -0.924
H: 1.139 -0.759 0.954
H: 1.588 -1.005 -0.774
H: -1.027 -1.351 1.150
H: -2.644 -0.771 0.711
H: -1.508 0.314 1.537

## Properties
Calculated total energy (eV): -10452.0975
SMILES string: C[C@H](O)[C@@H](O)CO
HOMO-LUMO gap (eV): 10.84
Strongest force on any atom (eV/A): 2.219
Energy relative to the best compared isomer or geometry (same formula, charge and spin) (kJ/mol): 110.6

Atomic partial charges in e from the Löwdin method, atoms 1 to 2:
1. C -0.366
2. C -0.391

(9)
Computed, not measured: a cluster of 3 separate species, C4H10O3 in total in a non-equilibrium geometry, with ωB97M-V/def2-TZVPD.

Geometry (Å):
C: 0.202 -1.806 -0.406
C: -0.353 -0.549 -0.087
O: 0.366 0.223 0.750
C: -1.674 0.012 -0.409
C: -2.275 -0.428 -1.563
H: 1.247 -2.125 -0.251
H: -0.134 -2.466 -1.038
H: 0.616 -0.248 1.558
H: -2.257 0.518 0.430
H: -1.686 -0.820 -2.324
H: -3.333 -0.126 -1.671
H: 4.291 -1.541 1.242
H: 5.557 -1.103 1.726
O: 5.174 -1.801 1.259
H: -1.826 3.359 0.418
H: -2.801 4.485 0.238
O: -2.424 3.664 -0.201

## Properties
Calculated total energy (eV): -10449.7088
SMILES string: C=CC(=C)O.O.O
HOMO-LUMO gap (eV): 8.97
Strongest force on any atom (eV/A): 6.175
Energy relative to the best compared isomer or geometry (same formula, charge and spin) (kJ/mol): 341.1

Atomic partial charges in e from the Löwdin method, atoms 1 to 2:
1. C 0.088
2. C -0.412

(10)
Computed, not measured: a cluster of 2 separate species, C4H10O3 in total in a non-equilibrium geometry, with ωB97M-V/def2-TZVPD.

Geometry (Å):
O: 2.848 -1.176 -0.442
C: 1.861 -0.999 0.289
C: 0.406 -1.371 -0.006
C: -0.457 -0.150 0.222
C: -0.251 0.307 1.691
O: -1.874 -0.209 0.115
H: 2.129 -0.578 1.316
H: 0.502 -1.991 -0.891
H: 0.073 -1.905 0.797
H: -0.091 0.650 -0.483
H: -0.005 -0.496 2.333
H: 0.630 1.063 1.776
H: -1.090 0.964 2.020
H: -2.155 -1.136 0.103
H: -0.426 1.735 -3.130
H: -1.074 2.811 -2.420
O: -1.025 2.480 -3.288

## Properties
Calculated total energy (eV): -10450.8630
SMILES string: C[C@H](O)CC=O.O
HOMO-LUMO gap (eV): 10.74
Strongest force on any atom (eV/A): 4.044
Energy relative to the best compared isomer or geometry (same formula, charge and spin) (kJ/mol): 229.7

Atomic partial charges in e from the Löwdin method, atoms 1 to 2:
1. O 0.026
2. C -0.221

(11)
Computed, not measured: an isolated molecule of C4H10O3 in a non-equilibrium geometry, with ωB97M-V/def2-TZVPD.

Geometry (Å):
C: 2.042 -0.577 0.476
C: -0.151 1.377 0.281
C: 0.725 -0.996 -0.286
C: -0.360 0.057 -0.401
O: -0.728 0.227 -1.761
O: -2.776 -0.075 -0.071
O: -1.529 -0.638 0.313
H: 1.566 -0.366 1.443
H: 2.680 0.082 -0.100
H: 2.560 -1.478 0.687
H: -0.566 1.207 1.308
H: 0.860 1.755 0.307
H: -0.811 2.130 -0.242
H: 0.190 -1.786 0.311
H: 0.821 -1.498 -1.212
H: -1.687 0.230 -1.828
H: -2.836 0.350 0.774

## Properties
Calculated total energy (eV): -10449.0287
SMILES string: CC[C@@](C)(O)OO
HOMO-LUMO gap (eV): 11.17
Strongest force on any atom (eV/A): 3.082
Energy relative to the best compared isomer or geometry (same formula, charge and spin) (kJ/mol): 406.7

Atomic partial charges in e from the Löwdin method, atoms 1 to 2:
1. C -0.066
2. C -0.011

(12)
Computed, not measured: a cluster of 2 separate species, C4H10O3 in total in a non-equilibrium geometry, with ωB97M-V/def2-TZVPD.

Geometry (Å):
O: -2.203 0.603 -1.523
C: -1.104 0.677 -1.026
O: -1.068 0.987 0.280
C: 0.121 -0.135 -1.548
C: 1.151 -0.010 -0.386
C: 2.334 -0.915 -0.536
H: -1.834 0.824 0.802
H: 0.120 -1.273 -1.869
H: 0.573 0.421 -2.374
H: 0.614 -0.454 0.527
H: 1.626 0.956 -0.458
H: 2.682 -0.876 -1.610
H: 3.290 -0.567 0.006
H: 2.244 -2.032 -0.419
H: -3.611 0.782 3.397
H: -2.241 0.256 3.672
O: -2.695 0.757 3.064

## Properties
Calculated total energy (eV): -10451.1962
SMILES string: CCCC(=O)O.O
HOMO-LUMO gap (eV): 10.37
Strongest force on any atom (eV/A): 4.973
Energy relative to the best compared isomer or geometry (same formula, charge and spin) (kJ/mol): 197.6

Atomic partial charges in e from the Löwdin method, atoms 1 to 2:
1. O 0.089
2. C -0.484

(13)
Computed, not measured: a cluster of 3 separate species, C4H10O3 in total in a non-equilibrium geometry, with ωB97M-V/def2-TZVPD.

Geometry (Å):
C: -2.686 0.661 0.591
C: -1.554 0.352 -0.040
O: -0.584 -0.322 0.648
C: -0.971 0.690 -1.452
C: -0.532 -0.413 -2.163
H: -2.760 0.191 1.602
H: -3.506 1.195 0.242
H: 0.307 -0.129 0.192
H: -0.755 1.679 -1.584
H: -0.463 -1.387 -1.739
H: -0.422 -0.128 -3.242
H: 2.711 1.693 2.290
H: 1.336 0.947 2.243
O: 2.281 0.851 2.192
H: 2.228 -2.453 0.443
H: 3.167 -1.848 -0.259
O: 2.203 -1.579 0.039

## Properties
Calculated total energy (eV): -10441.1618
HOMO-LUMO gap (alpha / beta) (eV): 10.23 / 6.13
Spin multiplicity: 2
Strongest force on any atom (eV/A): 7.277
Energy relative to the best compared isomer or geometry (same formula, charge and spin) (kJ/mol): 213.4
Total charge: +1

Atomic partial charges in e from the Löwdin method, atoms 1 to 2:
1. C 0.272
2. C -0.235

(14)
Computed, not measured: a cluster of 2 separate species, C4H10O3 in total in a non-equilibrium geometry, with ωB97M-V/def2-TZVPD.

Geometry (Å):
C: -0.133 0.907 0.568
O: 0.105 2.158 1.162
C: 0.678 -0.117 1.408
C: 1.003 -1.407 0.706
C: -0.106 -2.433 0.630
O: -1.015 -2.518 1.390
H: -1.201 0.698 0.504
H: 0.312 0.860 -0.443
H: -0.607 2.745 0.905
H: 1.559 0.400 1.781
H: 0.004 -0.282 2.258
H: 1.814 -1.972 1.197
H: 1.361 -1.287 -0.323
H: 0.018 -3.129 -0.230
H: -0.693 1.306 -3.648
H: -1.624 2.222 -4.370
O: -1.476 1.849 -3.494

## Properties
Calculated total energy (eV): -10441.8472
HOMO-LUMO gap (alpha / beta) (eV): 8.08 / 4.14
Spin multiplicity: 2
Strongest force on any atom (eV/A): 2.256
Energy relative to the best compared isomer or geometry (same formula, charge and spin) (kJ/mol): 147.3
Total charge: +1

Atomic partial charges in e from the Löwdin method, atoms 1 to 2:
1. C -0.257
2. O -0.030